Record 1
5 unconnected molecules or ions with the total composition C15H39Br2Cl2N3O3 in a non-equilibrium geometry. Source: the Open Molecules 2025 dataset; level of theory: ωB97M-V with the def2-TZVPD basis set.

CARTESIAN COORDINATES (ANGSTROEM)
C 3.690 -1.275 -4.692
O 2.671 -0.391 -4.231
C 3.239 0.603 -3.425
C 2.195 1.702 -3.217
C 0.936 1.097 -2.625
N 1.906 2.334 -4.544
H 4.319 -0.695 -5.371
H 3.231 -2.037 -5.327
H 4.179 -1.811 -3.880
H 3.573 0.201 -2.458
H 4.135 1.086 -3.838
H 2.508 2.552 -2.610
H 0.129 1.746 -2.270
H 1.242 0.499 -1.753
H 0.388 0.356 -3.216
H 1.212 3.053 -4.322
H 1.284 1.692 -5.041
C -1.318 4.189 0.499
O -1.048 2.833 0.178
C -1.705 1.880 1.001
C -1.402 0.536 0.295
C -2.441 0.127 -0.744
N -1.358 -0.546 1.328
H -0.595 4.776 -0.063
H -1.179 4.422 1.560
H -2.353 4.436 0.241
H -1.299 1.822 2.011
H -2.795 1.947 0.925
H -0.429 0.558 -0.202
H -2.264 -0.808 -1.285
H -2.453 0.850 -1.560
H -3.384 -0.006 -0.215
H -0.509 -0.397 1.870
H -1.145 -1.347 0.734
C 0.467 -2.713 3.886
O 1.834 -3.002 3.625
C 2.192 -4.299 4.047
C 3.636 -4.555 3.624
C 4.172 -5.934 4.060
N 4.571 -3.554 4.143
H 0.286 -1.641 3.916
H 0.090 -3.039 4.863
H -0.059 -3.253 3.096
H 2.176 -4.302 5.155
H 1.455 -5.091 3.863
H 3.632 -4.557 2.528
H 4.334 -5.995 5.132
H 5.052 -6.115 3.448
H 3.417 -6.664 3.745
H 4.781 -3.789 5.108
H 4.080 -2.660 4.192
Br -3.366 4.380 -4.596
C -3.588 2.705 -3.540
C -5.072 2.610 -3.266
Br -5.468 1.253 -1.984
H -2.950 2.853 -2.672
H -3.207 1.843 -4.082
H -5.507 2.312 -4.218
H -5.462 3.563 -2.929
Cl -3.939 3.981 3.623
C -4.860 2.598 2.980
Cl -6.647 2.829 3.077
H -4.628 2.560 1.925
H -4.581 1.690 3.496

**SMILES**: COC[C@H](C)N.COC[C@H](C)N.COC[C@H](C)N.BrCCBr.ClCCl
**Lowest unoccupied orbital energy**: 0.468 eV
**Energy**: -191927.60519 eV
**ΔE to the lowest compared entry with this formula, charge and spin**: 0.00 kJ/mol

Record 2
A molecular structure, C15H40F2FeO5 in a non-equilibrium geometry. Source: the Open Molecules 2025 dataset; level of theory: ωB97M-V with the def2-TZVPD basis set.

CARTESIAN COORDINATES (ANGSTROEM)
Fe 1.143 -0.695 -1.127
F 0.053 -0.387 -2.537
F 0.108 0.288 -0.018
C -3.601 -0.568 -0.749
C -3.817 -0.464 -2.254
C -3.988 0.985 -2.700
O -2.787 -1.146 -2.966
H -4.487 -0.278 -0.187
H -2.777 0.098 -0.451
H -3.197 -1.549 -0.489
H -4.747 -0.973 -2.519
H -4.985 1.326 -2.403
H -3.953 1.079 -3.783
H -3.297 1.648 -2.173
H -1.962 -0.669 -2.799
C -1.051 -3.284 1.327
C 0.270 -3.246 0.602
C 0.688 -4.634 0.144
O 0.094 -2.353 -0.547
H -1.080 -3.973 2.170
H -1.852 -3.577 0.642
H -1.328 -2.311 1.738
H 1.063 -2.872 1.246
H 1.627 -4.636 -0.407
H -0.101 -5.077 -0.473
H 0.745 -5.294 1.009
H -0.567 -2.797 -1.098
C -2.526 2.115 3.754
C -2.141 1.850 2.318
C -2.624 2.959 1.395
O -0.711 1.717 2.272
H -3.569 2.423 3.822
H -1.910 2.937 4.130
H -2.305 1.290 4.430
H -2.555 0.896 1.966
H -2.423 3.925 1.869
H -3.691 2.886 1.189
H -2.062 2.997 0.459
H -0.503 1.165 1.512
C 4.347 0.237 1.664
C 3.804 -0.904 0.808
C 4.015 -2.237 1.486
O 2.364 -0.690 0.632
H 3.854 0.194 2.638
H 4.141 1.198 1.195
H 5.415 0.080 1.791
H 4.249 -0.900 -0.187
H 5.005 -2.346 1.931
H 3.837 -3.072 0.807
H 3.370 -2.368 2.363
H 1.982 -0.624 1.516
C 1.930 3.147 -0.910
C 1.672 2.106 -1.984
C 2.081 2.501 -3.390
O 2.368 0.856 -1.629
H 3.001 3.368 -0.861
H 1.498 2.815 0.032
H 1.461 4.092 -1.183
H 0.602 1.912 -2.013
H 1.596 1.848 -4.115
H 3.168 2.517 -3.506
H 1.733 3.505 -3.636
H 3.314 0.965 -1.763

**Lowest unoccupied orbital energy (spin up / spin down)**: -3.391 / -5.495 eV
**Energy**: -66258.51421 eV
**Total charge**: +1
**Multiplicity**: 6
**⟨S²⟩**: 8.757
**ΔE to the lowest compared entry with this formula, charge and spin**: 0.00 kJ/mol

Record 3
A molecular structure, C15H40FGaNO3. Source: the Open Molecules 2025 dataset; level of theory: ωB97M-V with the def2-TZVPD basis set.

CARTESIAN COORDINATES (ANGSTROEM)
C -1.260 -0.031 -1.342
C -0.109 0.021 -0.336
C -0.004 -1.241 0.554
N 1.194 -2.033 0.359
Ga 2.551 -2.246 1.740
C 1.930 -1.153 3.341
C 2.039 0.368 3.160
C 3.461 0.835 3.391
F 3.771 1.956 2.586
H -1.386 -1.050 -1.715
H -2.211 0.253 -0.882
H -1.109 0.632 -2.198
H -0.202 0.913 0.292
H 0.841 0.140 -0.866
H -0.065 -0.937 1.606
H -0.919 -1.840 0.380
H 1.592 -1.825 -0.547
H 2.736 -3.802 2.165
H 3.961 -1.648 1.191
H 0.904 -1.419 3.619
H 2.547 -1.470 4.195
H 1.361 0.912 3.830
H 1.778 0.670 2.139
H 3.631 1.163 4.419
H 4.173 0.058 3.114
C 4.259 4.571 4.590
C 3.322 4.220 5.732
C 3.142 5.374 6.707
O 3.760 3.047 6.418
H 5.252 4.812 4.984
H 4.344 3.737 3.895
H 3.896 5.444 4.044
H 2.348 3.938 5.325
H 4.106 5.645 7.148
H 2.460 5.094 7.510
H 2.746 6.256 6.201
H 4.649 3.212 6.750
C -5.197 -3.114 -1.724
C -4.442 -2.612 -2.942
C -4.922 -3.258 -4.230
O -3.032 -2.783 -2.786
H -5.070 -4.195 -1.615
H -4.826 -2.632 -0.820
H -6.265 -2.909 -1.821
H -4.562 -1.531 -3.026
H -4.777 -4.343 -4.187
H -4.364 -2.858 -5.074
H -5.985 -3.068 -4.390
H -2.835 -3.724 -2.714
C -1.797 -1.476 -6.496
C -2.071 -0.192 -5.725
C -0.784 0.507 -5.318
O -2.898 -0.444 -4.598
H -1.239 -2.175 -5.867
H -2.733 -1.950 -6.793
H -1.205 -1.279 -7.392
H -2.664 0.482 -6.351
H -0.194 -0.140 -4.663
H -1.005 1.427 -4.777
H -0.177 0.750 -6.192
H -2.447 -1.061 -4.002

**Lowest unoccupied orbital energy**: 2.533 eV
**Energy**: -78930.00673 eV
**Total charge**: -1
**ΔE to the lowest compared entry with this formula, charge and spin**: 0.00 kJ/mol

Record 4
A molecular structure, C15H40FLiO5 in a non-equilibrium geometry. Source: the Open Molecules 2025 dataset; level of theory: ωB97M-V with the def2-TZVPD basis set.

CARTESIAN COORDINATES (ANGSTROEM)
Li -12.338 -22.046 11.239
F -12.884 -21.970 13.136
C -15.656 -25.507 13.487
C -14.818 -24.750 12.434
C -15.217 -25.168 11.026
O -15.097 -23.351 12.531
H -15.285 -26.531 13.539
H -16.699 -25.474 13.173
H -15.554 -25.133 14.506
H -13.766 -24.929 12.657
H -15.384 -26.244 11.065
H -14.493 -24.890 10.259
H -16.160 -24.676 10.787
H -14.338 -22.928 12.940
C -11.352 -19.983 16.068
C -10.967 -19.358 14.703
C -9.701 -18.431 14.774
O -10.538 -20.494 13.955
H -11.921 -20.902 15.927
H -11.882 -19.277 16.708
H -10.478 -20.344 16.609
H -11.817 -18.887 14.209
H -9.418 -17.915 13.856
H -8.793 -18.843 15.213
H -9.973 -17.608 15.436
H -11.283 -21.094 13.877
C -9.063 -19.775 10.675
C -10.548 -19.339 10.639
C -11.156 -19.201 9.261
O -11.225 -20.352 11.362
H -8.517 -19.633 11.608
H -8.519 -19.253 9.889
H -8.950 -20.826 10.408
H -10.636 -18.435 11.240
H -12.176 -18.826 9.351
H -11.261 -20.192 8.819
H -10.608 -18.569 8.562
H -10.895 -20.331 12.264
C -13.077 -25.181 16.501
C -12.076 -23.992 16.193
C -10.740 -24.211 16.944
O -11.813 -23.880 14.835
H -12.772 -26.178 16.182
H -14.078 -24.997 16.112
H -13.166 -25.261 17.585
H -12.477 -23.014 16.460
H -10.837 -24.270 18.028
H -10.085 -23.386 16.666
H -10.182 -25.096 16.636
H -12.389 -23.220 14.443
C -15.148 -21.121 15.393
C -15.507 -20.230 14.226
C -16.329 -19.071 14.734
O -14.283 -19.687 13.804
H -14.628 -22.005 15.024
H -16.061 -21.404 15.916
H -14.431 -20.674 16.082
H -15.984 -20.848 13.465
H -16.733 -18.450 13.935
H -15.773 -18.433 15.420
H -17.226 -19.463 15.215
H -13.737 -20.419 13.509

**Lowest unoccupied orbital energy (spin up / spin down)**: 2.884 / 2.880 eV
**Energy**: -29365.64583 eV
**Total charge**: -1
**Multiplicity**: 2
**⟨S²⟩**: 0.750